This record from the Open Molecules 2025 dataset describes a structure of composition C3H5N3O. The level of theory is wB97M-V/def2-TZVPD.

For the electronic energy, the calculation gives -356.6425 hartree. For the lowest unoccupied orbital energy, the calculation gives 0.6006 eV. The relative energy (zero: lowest compared OMol25 entry of this formula, charge and spin) comes out at 134.8 kcal/mol.

Last column: Mulliken charge in e.
CARTESIAN COORDINATES (ANGSTROEM)
N1 0.24140 -0.40272 -0.72343  -0.158
C1 0.13120 0.82702 -0.18932  0.514
N2 1.47283 -1.03588 -0.49509  -0.666
C2 -1.55948 -0.53708 0.09684  0.186
C3 -1.19770 1.00594 0.27400  -0.404
O1 1.14578 1.55474 0.29150  -0.470
N3 -2.28964 0.29102 -0.51999  -0.569
H1 1.97003 1.10044 0.04242  0.393
H2 1.66555 -1.21867 0.49238  0.201
H3 1.51264 -1.87829 -1.05344  0.244
H4 -1.62285 -1.41106 0.73539  0.326
H5 -1.46976 1.70454 1.04872  0.403